Model P:
Formula: C4H11N3O
Source: the Open Molecules 2025 dataset
Level of theory: the ωB97M-V functional and the def2-TZVPD basis

```
! RIJCOSX wB97M-V def2-TZVPD def2/J DEFGRID3
* xyz 0 1
C -0.41650 0.69391 0.22697
N -1.11948 -0.38522 -0.45394
C -0.93468 -0.56303 -1.81306
N -1.68517 -1.63680 -2.30486
O -0.16941 0.13649 -2.43448
C 0.62963 0.15927 1.22983
C 1.28942 1.37959 1.86423
N 1.66793 -0.66544 0.54234
H 0.06948 1.40276 -0.42553
H -1.18452 1.22700 0.80265
H -1.71873 -0.95807 0.10603
H -2.68297 -1.46124 -2.36263
H -1.33650 -2.00948 -3.17654
H 0.19734 -0.48728 1.99473
H 1.88966 1.17039 2.74714
H 1.96138 1.87393 1.17246
H 0.48300 2.06410 2.14707
H 1.31254 -1.61514 0.54273
H 1.74757 -0.32576 -0.40513
*
```

- SMILES: C[C@H](N)CNC(N)=O
- HOMO level: -9.124 eV
- Frontier orbital gap: 0.3646 Eh

Model Q:
Formula: C4H11N3O
Source: the Open Molecules 2025 dataset
Level of theory: the ωB97M-V functional and the def2-TZVPD basis

```
! RIJCOSX wB97M-V def2-TZVPD def2/J DEFGRID3
* xyz 0 1
C -0.38246 0.46960 -1.77099
N 0.12665 1.26473 -0.67875
N 1.43746 1.10702 -0.21506
C -0.57861 2.38740 -0.23225
O -1.57672 2.81041 -0.76639
H 2.06642 0.41803 -0.62091
H 1.38674 0.78988 0.76357
H 0.07149 3.02520 0.39160
H -1.30070 0.92851 -2.13120
H -0.65289 -0.52365 -1.40783
H 0.33699 0.38827 -2.59050
C 0.27489 -2.22678 0.53452
C -0.58317 -1.33455 1.35806
N -0.25376 -0.19567 1.81493
H -0.40792 -0.00981 2.80225
H -1.43394 -1.87610 1.79218
H 1.08709 -1.67659 0.06739
H -0.32311 -2.71200 -0.23703
H 0.70555 -3.03390 1.12640
*
```

- SMILES: [H]/N=C/C.CN(N)C=O
- HOMO level: -8.057 eV
- Frontier orbital gap: 0.3188 Eh

Which of them is the most stable? Correct choice: model P.

Model P:
Formula: C4H11N3O
Source: the Open Molecules 2025 dataset
Level of theory: the ωB97M-V functional and the def2-TZVPD basis

```
! RIJCOSX wB97M-V def2-TZVPD def2/J DEFGRID3
* xyz 0 1
C 1.45615 -1.38872 -0.40336
C 1.59980 -2.45371 0.36402
N 1.66646 -2.32797 1.78786
N 1.32328 -1.48891 -1.82204
H 1.44424 -0.41502 0.08303
H 1.69484 -3.45612 -0.04721
H 2.28163 -3.02886 2.17934
H 0.75984 -2.46550 2.21614
H 1.96060 -0.85953 -2.29245
H 0.38811 -1.24861 -2.12630
C -1.07673 1.00270 0.51782
N -2.01163 1.73225 -0.13351
C -1.87762 3.17660 -0.27794
O -0.12908 1.47911 1.10053
H -1.27980 -0.08045 0.47765
H -2.67335 1.23618 -0.70444
H -1.53736 3.57558 0.67367
H -2.84666 3.58673 -0.54730
H -1.14272 3.42425 -1.04551
*
```

- SMILES: N/C=C/N.CNC=O
- HOMO level: -8.707 eV
- Frontier orbital gap: 0.3479 Eh

Model Q:
Formula: C4H11N3O
Source: the Open Molecules 2025 dataset
Level of theory: the ωB97M-V functional and the def2-TZVPD basis

```
! RIJCOSX wB97M-V def2-TZVPD def2/J DEFGRID3
* xyz 0 1
O -1.30554 2.18158 0.96252
C -0.75495 1.13711 0.87469
N -1.34606 0.01222 1.57540
C 0.62275 0.82237 0.02577
C 1.05979 2.01900 -0.83944
N 0.77904 -0.44202 -0.59471
C -0.31754 -1.41006 -0.88046
N -0.28601 -2.51769 0.04734
H -0.64505 -0.69970 1.74737
H -2.08342 0.08267 2.24032
H 1.45373 0.95115 0.87608
H 0.16385 2.14188 -1.51258
H 1.19917 3.00110 -0.33718
H 2.12346 1.89423 -1.34271
H 1.59620 -1.00725 -0.06665
H 0.01690 -1.70019 -1.97996
H -1.20253 -0.88469 -0.99289
H -0.14737 -3.21537 -0.50414
H -0.92642 -2.36636 0.70124
*
```

- SMILES: C[C@H](NCN)C(N)=O
- HOMO level: -8.571 eV
- Frontier orbital gap: 0.3474 Eh

Which of them is the most stable? Correct choice: model P.

Model P:
Formula: C4H11N3O
Source: the Open Molecules 2025 dataset
Level of theory: the ωB97M-V functional and the def2-TZVPD basis

```
! RIJCOSX wB97M-V def2-TZVPD def2/J DEFGRID3
* xyz 0 1
O -0.88508 -1.71161 -0.87012
C -1.44241 -0.39229 -0.71175
N -2.68060 -0.27593 -0.36854
C -0.32874 0.43644 0.32882
C -0.89648 1.82961 0.49265
N 0.87296 0.40148 -0.18873
C 1.75720 -0.60408 0.32664
N 3.10848 -0.33718 -0.08731
H -2.96365 -0.90300 0.38111
H -1.23511 0.07644 -1.65925
H -0.38977 -0.07787 1.29372
H -1.94137 1.84865 0.78901
H -0.37536 2.40827 1.26458
H -0.74094 2.44493 -0.38959
H -1.71875 -2.19062 -0.95783
H 1.41372 -1.59903 0.04085
H 1.64912 -0.59931 1.42108
H 3.16790 0.40144 -0.76888
H 3.62887 -1.15634 -0.33646
*
```

- HOMO level: -8.740 eV
- Frontier orbital gap: 0.2628 Eh

Model Q:
Formula: C4H11N3O
Source: the Open Molecules 2025 dataset
Level of theory: the ωB97M-V functional and the def2-TZVPD basis

```
! RIJCOSX wB97M-V def2-TZVPD def2/J DEFGRID3
* xyz 0 1
O 1.41104 -1.79042 -0.03956
C 0.56327 -0.93528 0.13547
N -0.74462 -1.18329 -0.17708
C -1.90517 -0.53825 0.38402
N -2.52002 -1.16494 1.50902
C 0.97383 0.51223 0.51957
N 0.85941 1.36653 -0.63866
C 1.98026 1.31934 -1.59313
H -0.88140 -2.09738 -0.59129
H -2.65967 -0.35965 -0.37349
H -1.60901 0.47852 0.62761
H -3.22868 -1.85092 1.31402
H -2.03521 -1.25934 2.38022
H 1.95454 0.33211 0.96683
H 0.29547 0.85223 1.29473
H 0.71033 2.30505 -0.29460
H 2.51537 2.27108 -1.63930
H 2.71637 0.60920 -1.19667
H 1.60389 1.13315 -2.58772
*
```

- SMILES: CNCC(=O)NCN
- HOMO level: -8.874 eV
- Frontier orbital gap: 0.3590 Eh

Model R:
Formula: C4H11N3O
Source: the Open Molecules 2025 dataset
Level of theory: the ωB97M-V functional and the def2-TZVPD basis

```
! RIJCOSX wB97M-V def2-TZVPD def2/J DEFGRID3
* xyz 0 1
C -1.39309 -0.33452 -0.65599
C 0.91502 1.73136 -0.35742
N -1.63706 -0.10349 0.78886
C 0.06209 -0.64137 -0.55667
C 0.76728 0.32789 0.22292
N 0.54326 -1.86289 -0.81292
N 1.98771 -0.19334 0.81723
O -3.06653 0.02227 0.94155
H -3.25239 -0.55798 1.68924
H -0.39332 0.54713 0.96184
H -0.06070 -2.58754 -1.16692
H 1.46612 -2.07196 -0.45419
H 1.95137 -0.23143 1.82810
H 2.82307 0.32363 0.57603
H -1.61680 0.55212 -1.27337
H -1.95957 -1.18172 -1.07438
H 1.22073 2.42101 0.43142
H 1.67658 1.76074 -1.14378
H -0.03377 2.08009 -0.76155
*
```

- HOMO level: -6.894 eV
- Frontier orbital gap: 0.2844 Eh

Model S:
Formula: C4H11N3O
Source: the Open Molecules 2025 dataset
Level of theory: the ωB97M-V functional and the def2-TZVPD basis

```
! RIJCOSX wB97M-V def2-TZVPD def2/J DEFGRID3
* xyz 0 1
C 2.28411 0.63535 0.48329
N 0.30268 0.74147 -0.98614
C 1.40227 -0.01204 -0.55424
N -0.60892 0.20710 -1.87264
N -0.04306 1.97106 -0.48977
O 1.65573 -1.13159 -1.00891
H -0.08345 -0.46336 -2.44751
H 0.33856 2.66446 -1.13392
H -1.05363 2.04183 -0.61871
H -1.21929 -0.40105 -1.32013
H 2.90940 -0.13168 0.95023
H 1.69041 1.10264 1.27306
H 2.92737 1.37820 0.00487
C -1.32428 -1.07637 1.65511
C -2.17902 -1.78915 0.91661
H -3.23905 -1.55636 0.90564
H -1.83248 -2.62444 0.31527
H -1.66217 -0.24046 2.25954
H -0.26521 -1.31565 1.66835
*
```

- SMILES: CC(=O)N(N)N.C=C
- HOMO level: -8.890 eV
- Frontier orbital gap: 0.3628 Eh

Which of them is the most stable? Correct choice: model Q.

Model P:
Formula: C4H11N3O
Source: the Open Molecules 2025 dataset
Level of theory: the ωB97M-V functional and the def2-TZVPD basis

```
! RIJCOSX wB97M-V def2-TZVPD def2/J DEFGRID3
* xyz 0 1
N 0.93309 -2.71395 0.66353
C 1.62441 -1.46434 0.69731
C 0.78793 -0.15255 0.44474
N -0.61099 -0.45395 0.23923
C -1.50663 0.48478 -0.42445
C -1.03168 1.92580 -0.40105
N -0.70539 2.52376 -1.60481
O -1.09221 2.58919 0.61270
H 0.50769 -3.04290 1.50919
H 0.33609 -2.81891 -0.14013
H 2.10438 -1.32257 1.66942
H 2.49362 -1.45395 0.02860
H 1.11766 0.39918 -0.43103
H 0.94187 0.48080 1.32376
H -1.08057 -0.83328 1.03950
H -2.42587 0.53993 0.15174
H -1.73234 0.14218 -1.43254
H -0.01249 3.25353 -1.54007
H -0.64857 1.91725 -2.40564
*
```

- SMILES: NCCNCC(N)=O
- HOMO level: -8.660 eV
- Frontier orbital gap: 0.3483 Eh

Model Q:
Formula: C4H11N3O
Source: the Open Molecules 2025 dataset
Level of theory: the ωB97M-V functional and the def2-TZVPD basis

```
! RIJCOSX wB97M-V def2-TZVPD def2/J DEFGRID3
* xyz 0 1
C 1.10816 -0.16136 -1.19837
C 0.65834 1.04502 0.77818
C -0.40492 1.66056 -1.28100
N 0.52318 0.82613 -0.54269
C -0.63770 -1.86424 1.34756
N -1.62492 -0.91165 1.35370
O 0.93017 -0.25012 -2.57272
N 0.34470 -1.96651 2.13122
H 1.22978 -1.11748 -2.85742
H -1.29501 -0.01857 1.69053
H -2.20877 -0.82859 0.53183
H 0.48268 -1.14979 2.71141
H 1.85442 -0.76621 -0.72083
H -0.82424 -2.71093 0.64543
H 0.32429 2.00416 1.15419
H 1.48492 0.56948 1.27325
H -1.10727 2.13655 -0.59751
H 0.16638 2.41551 -1.83182
H -1.00420 1.08803 -2.01495
*
```

- HOMO level (spin up / spin down): -6.397 / -6.398 eV
- Frontier orbital gap (spin up / spin down): 0.2551 / 0.2551 Eh

Model R:
Formula: C4H11N3O
Source: the Open Molecules 2025 dataset
Level of theory: the ωB97M-V functional and the def2-TZVPD basis

```
! RIJCOSX wB97M-V def2-TZVPD def2/J DEFGRID3
* xyz 0 1
C -1.07792 -0.16711 1.08086
C 1.57541 -0.13770 0.64143
C 0.51848 -1.39023 -1.54123
N -1.27116 0.08105 -0.21083
C 0.43528 -0.02655 -0.90733
N -0.98084 0.75474 2.03242
O -1.99799 1.28703 -0.39911
N 0.70246 1.04606 -1.54263
H -2.40847 1.17691 -1.26440
H -1.09017 -1.20333 1.38340
H -0.88679 0.51063 3.00256
H -0.92307 1.71551 1.71486
H 0.08690 1.84352 -1.44600
H 2.50218 -0.30261 0.09339
H 1.54271 -0.88959 1.43903
H 1.62691 0.87408 1.04672
H -0.20287 -1.46169 -2.35800
H 1.52085 -1.52439 -1.94364
H 0.32810 -2.18633 -0.82150
*
```

- HOMO level: -6.637 eV
- Frontier orbital gap: 0.2545 Eh

Model S:
Formula: C4H11N3O
Source: the Open Molecules 2025 dataset
Level of theory: the ωB97M-V functional and the def2-TZVPD basis

```
! RIJCOSX wB97M-V def2-TZVPD def2/J DEFGRID3
* xyz 0 1
C 1.35269 -0.09364 -0.62898
C 1.02940 -1.17611 -1.64298
C 1.22956 -0.66635 0.86413
O 0.54263 1.04661 -0.80806
H -0.34866 0.74088 -1.00420
H 2.38154 0.26126 -0.74696
H 1.10801 -0.78979 -2.65795
H 0.00648 -1.53105 -1.47618
H 1.71816 -2.01024 -1.53344
H 0.30173 -1.22495 0.98711
H 1.32997 0.10157 1.63222
H 2.05876 -1.35013 0.99770
C -1.38254 1.97299 1.59406
N -1.79209 -0.16696 0.70970
N -2.00796 0.92828 1.26504
N -2.31533 -0.74639 -0.24632
H -2.95550 -0.16970 -0.81587
H -0.47046 2.29626 1.11792
H -1.78642 2.57747 2.39306
*
```

- SMILES: [H]/N=N\N=C.CC(C)O
- HOMO level: -9.335 eV
- Frontier orbital gap: 0.3562 Eh

Which of them is the most stable? Correct choice: model P.

Model P:
Formula: C4H11N3O
Source: the Open Molecules 2025 dataset
Level of theory: the ωB97M-V functional and the def2-TZVPD basis

```
! RIJCOSX wB97M-V def2-TZVPD def2/J DEFGRID3
* xyz 0 1
C -1.04748 -0.35014 0.63054
C -1.18373 0.83648 1.58614
C 2.21204 0.65451 -1.90486
C 0.56204 -0.36581 0.06869
N -2.20855 -0.42412 -0.22615
N 1.61362 -0.98019 0.42665
O -0.99423 -1.54273 1.39034
N 0.19348 0.32248 -0.93300
H -1.83235 -2.00613 1.27017
H -2.03901 -1.05351 -1.00272
H -2.46448 0.48452 -0.59039
H 2.16341 -0.14252 -1.06592
H 1.66013 -1.34990 1.36561
H -0.37813 0.81559 2.31640
H -1.15773 1.77984 1.04182
H -2.13397 0.75534 2.11406
H 1.47197 0.71050 -2.69504
H 3.12550 0.24550 -2.34990
H 2.43747 1.61030 -1.44244
*
```

- HOMO level: -8.862 eV
- Frontier orbital gap: 0.3096 Eh

Model Q:
Formula: C4H11N3O
Source: the Open Molecules 2025 dataset
Level of theory: the ωB97M-V functional and the def2-TZVPD basis

```
! RIJCOSX wB97M-V def2-TZVPD def2/J DEFGRID3
* xyz 0 1
C 1.21045 0.16657 -0.12111
N 0.51338 -0.59063 -1.13880
C -0.80317 -0.00796 -1.35551
N -0.89790 0.50805 -2.73307
O -1.28156 1.05842 -0.51496
C 0.69431 0.03746 1.44057
C 0.09080 -1.36806 1.49678
N -0.07722 1.14368 1.78654
H 2.32070 0.02133 -0.09349
H 1.10480 1.26813 -0.24452
H -1.55028 -0.73869 -1.17379
H 0.05726 0.31653 -3.12988
H -1.16529 1.52520 -2.74931
H 1.63572 -0.05763 1.95916
H 0.50792 -1.86203 0.54140
H 0.34675 -2.03394 2.34760
H -1.00377 -1.39864 1.31761
H -1.02062 0.86083 2.05734
H -0.68228 1.15140 0.30741
*
```

- HOMO level: -8.744 eV
- Frontier orbital gap: 0.2168 Eh

Model R:
Formula: C4H11N3O
Source: the Open Molecules 2025 dataset
Level of theory: the ωB97M-V functional and the def2-TZVPD basis

```
! RIJCOSX wB97M-V def2-TZVPD def2/J DEFGRID3
* xyz 0 1
C -1.72248 -0.04371 -0.53610
C 2.34698 -0.40389 -1.03523
C 0.14085 1.68608 1.10587
N -1.23206 -0.54699 -1.64818
C 0.34006 0.32904 0.50587
N -2.34230 -0.79731 0.45464
O 1.38446 0.57384 -0.86240
N 0.50797 -0.70470 1.19580
H -1.18209 -1.56987 -1.67391
H -2.28098 0.88067 -0.70096
H -3.03357 -0.37881 1.05503
H -1.72853 -1.43842 0.94516
H 0.69266 -1.56888 0.69418
H 2.92842 -0.60516 -0.12193
H 1.84980 -1.35554 -1.29699
H 3.05873 -0.12198 -1.81788
H -0.90448 1.80966 1.38782
H 0.77792 1.81139 1.97922
H 0.39866 2.44459 0.36998
*
```

- SMILES: [H]/N=C(/C)OC.[H]/N=C\N
- HOMO level: -9.103 eV
- Frontier orbital gap: 0.3300 Eh

Which of them is the most stable? Correct choice: model R.